Computed, not measured: C24H33DyN3P2Se as an isolated structure in a non-equilibrium geometry, with wB97M-V/def2-TZVPD.

Summary:
HOMO (alpha / beta) (hartree): -0.37990 / -0.37703
2S+1: 6
Frontier orbital gap (alpha / beta) (eV): 6.65 / 6.58
Net charge: +1

Geometry (Å):
C -1.472 3.292 -3.735
C -1.282 1.928 -3.474
C 0.028 1.384 -3.568
C 1.088 2.211 -4.084
C 0.845 3.577 -4.357
C -0.429 4.111 -4.197
C 2.369 1.649 -4.128
C 2.564 0.271 -3.995
C 1.449 -0.495 -3.511
C 1.598 -1.898 -3.331
C 2.881 -2.453 -3.416
C 3.997 -1.696 -3.823
C 3.832 -0.338 -4.116
H -2.481 3.693 -3.577
H 1.677 4.196 -4.713
H -0.645 5.178 -4.371
H 3.191 2.244 -4.475
H 3.007 -3.513 -3.160
H 4.994 -2.167 -3.868
H 4.668 0.295 -4.434
N 0.372 0.189 -2.931
Dy 0.497 0.259 -0.404
C -2.391 1.076 -2.861
H -2.301 0.065 -3.278
H -3.401 1.473 -3.060
C 0.422 -2.714 -2.789
H -0.479 -2.342 -3.275
H 0.537 -3.793 -2.973
P -2.187 0.895 -1.032
P 0.161 -2.484 -0.980
C 1.462 -3.564 -0.309
H 1.395 -3.529 0.777
H 1.275 -4.572 -0.660
H 2.438 -3.238 -0.665
C -1.383 -3.408 -0.753
H -1.228 -4.444 -1.073
H -1.659 -3.391 0.308
H -2.179 -2.967 -1.369
C -2.555 2.603 -0.493
H -3.533 2.913 -0.904
H -2.579 2.621 0.611
H -1.771 3.298 -0.844
C -3.710 0.001 -0.618
H -3.795 -0.074 0.477
H -4.578 0.545 -1.022
H -3.684 -1.012 -1.050
H 2.073 1.015 -1.338
H -0.342 1.392 1.094
C 2.900 1.802 4.114
N 1.637 1.108 4.098
C 0.578 1.390 4.958
C -0.459 0.588 4.589
N -0.017 -0.167 3.515
C -0.885 -1.040 2.739
C 1.263 0.169 3.174
Se 2.228 -0.543 1.738
H 3.524 1.380 3.321
H 3.399 1.669 5.076
H 2.750 2.872 3.948
H 0.663 2.155 5.712
H -1.478 0.478 4.917
H -1.405 -1.715 3.439
H -1.619 -0.464 2.158
H -0.258 -1.642 2.058


Computed, not measured: C4H9NO4S in the gas phase in a non-equilibrium geometry, with wB97M-V/def2-TZVPD.

Summary:
Energy relative to the best compared isomer or geometry (same formula, charge and spin) (kJ/mol): 596.0
HOMO (hartree): -0.35104
Frontier orbital gap (eV): 9.33
Net charge: 0

Geometry (Å):
C 2.073 -0.201 -0.134
C 2.049 -1.568 0.433
C 1.095 2.047 -0.114
C -3.121 -0.949 -0.445
N 1.136 0.687 0.379
O 2.851 0.223 -0.930
O -2.235 1.542 -0.568
O 0.266 0.242 1.230
O -0.987 -0.414 0.470
S -2.385 0.475 0.427
H 1.188 -1.684 1.199
H 2.980 -1.688 1.037
H 1.855 -2.346 -0.307
H 0.196 2.254 -0.645
H 0.934 2.947 0.573
H 1.962 2.087 -0.776
H -3.098 -1.796 0.178
H -2.624 -1.045 -1.342
H -4.134 -0.813 -0.664